Entry from the OMol25 dataset: a structure of composition C5H10N2S (wB97M-V/def2-TZVPD).

```
18
Properties=species:S:1:pos:R:3:forces:R:3:lowdin_charge:R:1
C 0.064 -1.812 1.100 -1.1 -1.9 3.3 -0.1317
C 0.349 -1.209 -0.256 2.3 0.0 -2.3 -0.4536
C 0.312 0.248 0.089 1.1 1.7 0.4 -0.4897
C 1.599 1.067 0.455 -1.6 -1.4 -1.8 -0.1263
C 1.629 2.327 0.032 2.9 1.4 -0.4 -0.0081
H -0.788 -3.027 1.130 2.9 4.0 -0.2 0.1795
H 1.231 -2.097 1.692 -3.9 0.9 -1.6 0.1433
H -0.627 -0.781 1.682 2.3 -4.2 -1.1 0.1483
H -0.353 -1.405 -1.056 -0.6 -0.1 0.3 0.0871
H 2.328 -1.514 -0.259 1.6 -0.4 1.3 -0.0199
H 2.078 -0.824 -1.633 -1.4 -1.7 1.0 0.1011
H 2.501 0.503 0.693 -0.2 0.3 0.4 0.0890
H 0.795 2.846 -0.503 0.8 -0.6 0.9 0.0748
H 2.714 2.850 0.072 -2.9 -0.9 0.0 0.1076
H -3.331 1.075 0.365 2.3 -1.1 -1.0 -0.0855
N 1.726 -1.658 -1.021 -2.0 2.4 0.0 0.0308
N -0.742 0.938 0.228 -2.3 0.3 -0.6 -0.2955
S -2.322 0.230 -0.322 -0.2 1.2 1.3 0.6488
```
Forces are in eV/Å.

Properties
E_HOMO (eV): -8.95
Relative energy (zero: lowest compared OMol25 entry of this formula, charge and spin) (eV): 6.620
E_LUMO (eV): 0.55
Kohn-Sham gap (eV): 9.497
Total charge: 0

Entry from the OMol25 dataset: the molecule C5H10N2S (wB97M-V/def2-TZVPD).

```
18
Properties=species:S:1:pos:R:3:forces:R:3:lowdin_charge:R:1
H 0.915 -0.183 1.514 -0.1 0.5 -0.1 0.0003
N 1.357 -1.079 1.602 1.7 -0.7 0.8 0.0788
C 0.771 -1.949 0.926 -0.6 -0.2 0.9 -0.8850
C 1.130 -3.397 0.823 0.0 0.2 -4.2 -0.1237
S -0.695 -1.585 0.086 -1.0 3.6 -0.9 0.8903
N -0.361 0.529 0.224 -0.5 -3.5 -0.8 -0.1452
C -1.483 1.424 0.330 1.0 0.6 -0.5 -0.1612
C -0.773 1.304 -0.953 0.2 -0.4 -0.7 -0.3716
C 0.309 2.199 -1.533 -1.0 -1.8 1.8 -0.0267
H 0.268 -4.094 0.668 0.5 0.8 0.2 0.0737
H 1.733 -3.414 -0.212 -1.1 -0.4 2.2 0.1306
H 1.736 -3.724 1.596 1.2 -0.5 1.5 0.0417
H -1.275 2.263 0.930 0.2 0.9 1.0 0.0980
H -2.472 1.114 0.367 -1.7 -0.9 0.1 0.0872
H -1.353 0.820 -1.735 0.0 -0.3 0.3 0.1265
H 0.612 1.754 -2.437 0.6 0.1 -1.2 0.0681
H 1.076 2.215 -0.813 1.5 -0.3 0.7 0.0670
H 0.015 3.186 -1.523 -1.0 2.3 -1.0 0.0511
```
Forces are in eV/Å.

Properties
E_HOMO (eV): -9.03
Relative energy (zero: lowest compared OMol25 entry of this formula, charge and spin) (eV): 3.745
E_LUMO (eV): -0.37
Kohn-Sham gap (eV): 8.657
Total charge: 0
SMILES string: [H]/N=C(/C)SN1C[C@H]1C

Entry from the OMol25 dataset: a cluster of 2 separate species, C5H10N3 in total (wB97M-V/def2-TZVPD).

```
18
Properties=species:S:1:pos:R:3:forces:R:3:lowdin_charge:R:1
C -0.313 -3.467 1.045 0.2 -0.6 0.4 -0.0394
C -0.566 -2.582 0.291 -0.5 3.1 -2.2 0.0108
C 0.185 0.981 -0.005 1.3 -0.1 -0.6 -0.0296
C 2.542 1.383 -0.483 0.9 0.4 0.2 -0.0186
C -2.154 0.581 0.501 -0.6 -0.1 0.4 0.0159
N 1.309 0.656 -0.582 -1.2 -0.3 0.3 0.0521
N -0.931 0.286 -0.226 -0.8 0.0 -0.2 -0.2400
N -0.837 -0.732 -1.064 0.9 -2.3 1.2 0.1706
H -0.116 -4.288 1.678 0.1 -0.3 0.3 0.0144
H 0.142 1.838 0.651 0.0 0.0 0.0 0.1723
H 2.927 1.590 -1.483 -0.1 0.0 0.1 0.1098
H 3.291 0.794 0.052 -0.1 0.0 0.0 0.1108
H 2.386 2.322 0.044 0.0 0.0 0.0 0.1027
H -2.251 -0.109 1.343 0.1 0.0 0.0 0.1084
H -2.145 1.603 0.871 0.1 0.0 -0.1 0.1034
H -3.014 0.449 -0.157 0.2 0.1 0.0 0.1093
H 1.288 -0.181 -1.162 -0.1 0.0 0.0 0.1572
H -1.744 -1.123 -1.314 -0.2 0.2 0.3 0.0901
```
Forces are in eV/Å.

Properties
E_HOMO (alpha / beta) (eV): -13.87 / -13.63
Relative energy (zero: lowest compared OMol25 entry of this formula, charge and spin) (eV): 7.365
E_LUMO (alpha / beta) (eV): -5.86 / -5.74
Kohn-Sham gap (alpha / beta) (eV): 8.016 / 7.892
Total charge: +1

Entry from the OMol25 dataset: the ion C5H10N3 with charge +1 (wB97M-V/def2-TZVPD).

```
18
Properties=species:S:1:pos:R:3:forces:R:3:lowdin_charge:R:1
N 2.245 -0.184 1.416 0.4 -2.4 0.0 0.1314
C 0.927 -0.892 1.805 -1.8 1.8 -1.5 -0.1265
C -0.281 0.110 1.486 0.2 -1.5 2.7 -0.1321
C -0.656 0.280 0.076 1.0 -0.6 -2.3 -0.3241
C -1.804 0.219 -0.640 -0.1 0.8 -0.3 -0.0377
N -1.502 0.302 -2.015 1.7 -1.5 2.5 0.0885
C -0.094 0.125 -2.077 -2.9 1.9 2.2 -0.0948
N 0.391 0.286 -0.837 1.1 -1.3 -1.8 0.0538
H 2.400 0.658 1.989 0.2 -0.7 0.3 0.1545
H 2.975 -1.024 1.617 -1.3 3.2 -1.1 0.2330
H 2.134 0.226 0.421 0.2 -1.4 0.8 0.1533
H 0.697 -1.704 1.091 1.0 -0.2 0.8 0.1336
H 0.945 -1.105 2.893 0.1 -0.2 -0.9 0.1340
H -1.090 -0.322 2.153 0.5 0.9 -1.0 0.1475
H 0.073 1.015 1.948 -0.4 0.9 0.2 0.1021
H -2.749 0.164 -0.162 -1.0 0.1 -0.5 0.1163
H -2.185 0.294 -2.754 0.1 -0.2 -0.1 0.1491
H 0.310 -0.077 -3.043 0.9 0.3 -0.1 0.1181
```
Forces are in eV/Å.

Properties
E_HOMO (eV): -12.50
Relative energy (zero: lowest compared OMol25 entry of this formula, charge and spin) (eV): 1.454
E_LUMO (eV): -3.27
Kohn-Sham gap (eV): 9.235
Total charge: +1
SMILES string: [NH3+]CCc1c[nH]cn1

Entry from the OMol25 dataset: the ion C5H10N3 with charge +1 (wB97M-V/def2-TZVPD).

```
18
Properties=species:S:1:pos:R:3:forces:R:3:lowdin_charge:R:1
C -1.427 1.370 -0.648 1.4 -1.9 0.2 0.0709
N -1.261 0.217 0.333 -2.0 1.7 -0.6 -0.0593
C -2.453 -0.169 0.585 1.1 -1.2 0.3 -0.1371
N -3.505 -0.593 0.796 -1.1 0.1 0.0 0.3661
C -0.142 -0.030 1.245 0.7 -1.4 -0.8 -0.1295
C 1.105 -0.267 0.505 0.6 -0.9 -0.8 -0.1141
C 1.461 -1.153 -0.445 -1.9 1.1 0.4 -0.2239
N 2.570 -1.149 -1.216 0.6 -2.6 -0.8 0.0673
H -0.441 1.511 -1.064 0.2 0.6 0.0 0.1036
H -2.022 0.910 -1.418 -0.5 0.6 -0.5 0.1019
H -1.857 2.161 -0.092 -0.3 1.1 -0.1 0.0960
H -4.337 -1.130 0.595 0.3 0.0 0.2 0.1539
H -0.498 -0.904 1.715 -0.1 -1.1 1.1 0.1166
H 0.079 0.707 1.984 -0.6 0.9 0.4 0.1305
H 1.882 0.351 0.778 1.6 1.6 0.7 0.0785
H 0.733 -1.840 -0.821 -0.6 -0.6 -0.1 0.1149
H 2.591 -2.114 -1.696 1.0 2.5 0.9 0.1468
H 3.433 -0.766 -0.818 -0.4 -0.4 -0.5 0.1170
```
Forces are in eV/Å.

Properties
E_HOMO (eV): -11.86
Relative energy (zero: lowest compared OMol25 entry of this formula, charge and spin) (eV): 3.491
E_LUMO (eV): -3.29
Kohn-Sham gap (eV): 8.573
Total charge: +1
SMILES string: CN(C#[NH+])C/C=C/N

Entry from the OMol25 dataset: the ion C5H10N3 with charge +1 (wB97M-V/def2-TZVPD).

```
18
Properties=species:S:1:pos:R:3:forces:R:3:lowdin_charge:R:1
C -0.714 0.811 -0.956 -0.7 1.5 -0.3 0.0150
N 0.706 0.830 -1.054 -0.2 0.4 0.3 -0.2276
N 1.154 1.243 -2.244 2.5 -0.9 -3.2 0.0858
C 1.439 0.202 -0.203 0.3 -1.0 0.3 -0.0028
C 1.035 -0.491 0.982 2.8 -0.1 1.1 -0.0075
C -0.160 -0.720 1.515 -2.6 -0.6 -0.6 -0.2457
C -1.626 -1.036 1.358 -1.0 -0.1 -2.2 -0.0843
N -0.851 -1.132 2.570 -0.2 -1.2 0.7 0.1367
H -0.969 -0.142 -1.336 -0.9 -1.0 -0.6 0.1076
H -0.929 0.804 0.094 -0.7 0.7 0.1 0.0625
H -1.145 1.645 -1.585 0.3 -1.0 1.1 0.1403
H 1.825 0.627 -2.775 -1.1 1.1 1.2 0.1562
H 1.080 2.196 -2.583 -0.2 -0.2 0.8 0.1306
H 2.466 0.118 -0.522 0.3 0.2 0.4 0.1492
H 1.890 -0.818 1.660 -1.0 0.7 -1.1 0.1497
H -2.003 -1.894 0.680 1.4 0.7 1.5 0.1507
H -2.420 -0.282 1.223 0.7 0.2 0.9 0.1109
H -0.776 -1.961 3.176 0.3 0.6 -0.4 0.1726
```
Forces are in eV/Å.

Properties
E_HOMO (eV): -13.11
Relative energy (zero: lowest compared OMol25 entry of this formula, charge and spin) (eV): 4.762
E_LUMO (eV): -4.38
Kohn-Sham gap (eV): 8.724
Total charge: +1
SMILES string: C/[N+](N)=C\C=C1/CN1

Entry from the OMol25 dataset: the ion C5H10N3 with charge +2 (wB97M-V/def2-TZVPD).

```
18
Properties=species:S:1:pos:R:3:forces:R:3:lowdin_spin:R:1
C 1.383 -0.151 1.490 -0.1 2.6 0.0 0.0602
C 0.598 -1.112 0.489 1.6 0.4 0.6 0.0651
C -0.479 -0.411 -0.280 -0.4 -0.4 -3.6 0.0014
C -1.222 -0.751 -1.475 2.7 -1.2 2.1 0.0090
N -2.153 0.198 -1.652 -2.8 1.3 -1.4 0.0013
C -1.996 1.135 -0.741 0.4 1.0 0.8 0.0052
N -0.931 0.842 0.036 -2.0 -0.4 -0.5 0.0002
N 2.491 0.634 0.741 -2.3 -3.5 -0.8 0.7829
H 0.739 0.718 1.831 0.7 -1.4 0.4 0.0162
H 1.911 -0.673 2.293 -0.5 0.1 0.0 -0.0015
H 1.514 -1.538 -0.005 -1.7 -0.3 -0.6 -0.0003
H 0.064 -1.909 1.049 0.9 0.3 0.2 0.0133
H -1.028 -1.548 -2.195 -0.3 0.1 0.5 0.0002
H -3.016 0.238 -2.350 2.6 -0.4 1.6 0.0000
H -2.596 2.007 -0.545 -0.2 0.0 -0.3 0.0002
H -0.837 1.350 0.893 0.3 0.2 0.4 0.0003
H 2.247 0.915 -0.209 -0.2 1.3 0.1 0.0227
H 3.310 0.057 0.629 1.5 0.3 0.7 0.0236
```
Forces are in eV/Å.

Properties
2S+1: 2
E_HOMO (alpha / beta) (eV): -17.87 / -17.84
Relative energy (zero: lowest compared OMol25 entry of this formula, charge and spin) (eV): 2.061
E_LUMO (alpha / beta) (eV): -6.95 / -12.73
⟨S²⟩: 0.75
Kohn-Sham gap (alpha / beta) (eV): 10.914 / 5.101
Total charge: +2

Entry from the OMol25 dataset: the ion C5H10N3O with charge +1 (wB97M-V/def2-TZVPD).

```
19
Properties=species:S:1:pos:R:3:forces:R:3:lowdin_charge:R:1
C -2.199 -0.785 0.983 0.0 0.1 -0.1 -0.0630
C -1.136 -0.927 -0.115 -0.4 -0.3 0.1 -0.1321
C 0.143 -0.321 0.293 0.3 1.0 -1.0 -0.1884
N 0.831 -0.581 1.415 -0.2 0.0 -0.2 0.1966
C 1.935 0.220 1.411 0.1 0.1 -0.1 -0.0767
N 1.944 0.946 0.346 1.0 0.5 0.3 0.1299
N 0.847 0.640 -0.353 -0.5 -0.7 0.6 0.0053
C 0.683 1.414 -1.658 -0.7 -0.3 0.6 -0.1607
O 0.773 0.584 -2.731 0.1 -0.3 -0.5 0.0222
H -1.951 -1.371 1.864 0.0 -0.1 0.1 0.0771
H -3.150 -1.143 0.602 -0.1 -0.1 0.0 0.0889
H -2.320 0.255 1.276 0.0 0.1 0.0 0.0888
H -1.477 -0.461 -1.039 0.1 0.0 0.0 0.1261
H -0.973 -1.990 -0.321 0.0 0.1 -0.1 0.1405
H 0.560 -1.237 2.134 0.0 0.0 -0.1 0.1872
H 2.689 0.255 2.171 0.1 -0.1 0.2 0.1451
H 1.447 2.191 -1.584 -0.1 -0.2 0.0 0.1423
H -0.325 1.845 -1.644 0.3 -0.1 0.0 0.1447
H 1.680 0.468 -3.050 -0.1 0.1 0.2 0.1260
```
Forces are in eV/Å.

Properties
E_HOMO (eV): -15.04
Relative energy (zero: lowest compared OMol25 entry of this formula, charge and spin) (eV): 0.348
E_LUMO (eV): -3.22
Kohn-Sham gap (eV): 11.822
Total charge: +1
SMILES string: CCc1[nH+]cnn1CO

Entry from the OMol25 dataset: the ion C5H10N3O2S with charge +1 (wB97M-V/def2-TZVPD).

```
21
Properties=species:S:1:pos:R:3:forces:R:3:lowdin_charge:R:1
C -1.523 -1.274 0.481 -0.5 -1.5 2.0 0.0123
C -0.284 -0.504 0.520 0.6 0.2 -4.3 -0.1066
N 0.529 -0.039 -0.855 -4.3 -2.5 4.5 -0.0274
S -0.448 0.414 -2.209 0.6 0.5 -0.5 0.5644
N 0.634 0.904 -3.295 -0.6 3.3 1.8 -0.0101
O -0.926 -0.819 -2.640 -1.3 -2.0 -0.2 -0.2269
O -1.278 1.492 -1.794 0.6 -0.2 0.0 -0.2221
C 1.524 0.601 -0.285 2.6 3.4 -2.0 -0.1455
C 1.514 0.615 1.041 0.6 -0.3 0.6 -0.0125
N 0.415 -0.097 1.522 0.4 0.1 -0.7 -0.0280
C 0.047 -0.291 2.941 -2.8 2.3 -1.8 0.0822
H -2.163 -1.044 1.343 0.1 0.8 0.0 0.0904
H -2.133 -1.028 -0.379 0.2 -0.8 -0.4 0.0864
H -1.366 -2.376 0.828 0.0 1.5 -1.7 0.1597
H 0.876 0.389 -4.081 0.3 -1.9 -1.2 0.0749
H 0.367 1.850 -3.587 0.5 -0.1 0.3 0.1088
H 2.165 1.234 -0.964 -0.4 -1.0 1.1 0.1676
H 2.295 0.979 1.636 0.5 0.4 1.0 0.1260
H -1.053 -0.519 2.970 1.1 0.7 0.1 0.1208
H 0.484 -1.101 3.340 2.1 -2.9 1.2 0.0682
H 0.321 0.614 3.466 -0.2 0.1 0.2 0.1176
```
Forces are in eV/Å.

Properties
E_HOMO (eV): -13.62
Relative energy (zero: lowest compared OMol25 entry of this formula, charge and spin) (eV): 2.121
E_LUMO (eV): -3.86
Kohn-Sham gap (eV): 9.758
Total charge: +1
SMILES string: Cc1n(S(N)(=O)=O)cc[n+]1C

Entry from the OMol25 dataset: a cluster of 2 separate species, C5H10N3O3S in total (wB97M-V/def2-TZVPD).

```
22
Properties=species:S:1:pos:R:3:forces:R:3:lowdin_charge:R:1
C 0.396 -0.056 -3.391 -0.7 1.1 -0.5 -0.2297
C -0.897 0.024 -1.337 2.9 -0.3 -2.2 -0.2779
C 1.619 -0.293 -3.833 -0.8 -0.1 1.1 0.0491
C 1.321 1.145 1.134 1.1 0.4 -1.2 -0.2384
C -2.442 0.072 2.004 -0.8 1.0 -1.3 -0.1083
N 0.044 -0.020 -2.077 -0.5 0.0 2.6 0.1375
N 0.127 1.121 1.666 -1.1 -0.7 1.1 -0.0716
N 2.031 0.123 0.654 0.2 -0.8 -1.5 0.1445
O -1.631 0.016 -0.455 -2.2 0.2 0.9 0.0953
O -0.522 -0.440 3.546 -0.4 1.4 0.0 -0.0992
O -0.289 -1.435 1.278 -0.9 1.3 1.5 -0.2770
S -0.722 -0.243 2.017 2.3 0.5 -2.0 0.8231
H -0.479 0.341 -3.905 0.6 -0.7 -1.2 0.1287
H 1.559 -0.397 -4.892 1.4 0.1 -0.7 0.0604
H 2.446 -0.420 -3.089 -0.7 -0.3 -1.4 0.0836
H 1.889 2.127 0.966 -1.4 -1.1 0.6 0.1746
H -2.797 -0.903 1.783 -0.6 -1.5 1.1 0.0812
H -2.897 0.672 2.799 0.7 -0.6 0.2 0.1134
H -2.825 0.421 1.044 0.8 1.0 0.3 0.0742
H 1.579 -0.777 0.510 -0.2 0.1 0.6 0.0896
H -0.213 -1.316 3.705 0.7 -1.6 0.5 0.1043
H 2.705 0.241 -0.129 -0.4 0.6 1.4 0.1427
```
Forces are in eV/Å.

Properties
E_HOMO (eV): -12.55
Relative energy (zero: lowest compared OMol25 entry of this formula, charge and spin) (eV): 2.803
E_LUMO (eV): -3.47
Kohn-Sham gap (eV): 9.083
Total charge: +1

Entry from the OMol25 dataset: a cluster of 2 separate species, C5H10N4 in total (wB97M-V/def2-TZVPD).

```
19
Properties=species:S:1:pos:R:3:forces:R:3:lowdin_charge:R:1
C -2.007 -1.787 0.360 1.2 -2.3 -1.5 -0.1467
N -2.111 -0.455 -0.022 0.7 2.5 -0.5 0.0443
C -1.358 0.507 0.023 -0.5 0.3 -0.3 -0.2258
N -0.691 1.518 -0.144 -0.3 -3.2 -0.8 0.0099
C -0.812 2.839 0.266 1.9 1.0 1.5 -0.1349
H -0.954 -2.169 0.273 -0.9 0.2 0.2 0.0877
H -2.654 -2.406 -0.272 0.3 0.1 -0.4 0.0798
H -2.405 -2.018 1.291 -0.4 0.1 2.2 0.0493
H -0.222 3.005 1.206 -0.5 -0.1 -0.5 0.0908
H -0.270 3.432 -0.475 -0.8 0.5 0.0 0.0806
H -1.836 3.046 0.481 -0.7 0.9 -0.2 0.0756
C 1.775 -0.387 1.043 -0.1 -2.4 1.2 -0.1075
N 1.570 -1.259 -0.082 -1.2 -0.4 0.7 0.0510
C 1.373 -0.948 -1.229 1.8 0.0 0.3 -0.3410
N 1.564 -0.779 -2.421 -0.6 0.6 -0.8 0.1478
H 0.849 -0.074 1.463 -0.8 0.2 0.3 0.0524
H 2.334 -0.888 1.837 -0.3 -0.5 -0.1 0.0818
H 2.364 0.423 0.872 1.5 2.7 -1.2 0.0452
H 0.890 -0.173 -2.867 -0.3 -0.2 -0.4 0.0598
```
Forces are in eV/Å.

Properties
E_HOMO (eV): -9.04
Relative energy (zero: lowest compared OMol25 entry of this formula, charge and spin) (eV): 3.097
E_LUMO (eV): 0.72
Kohn-Sham gap (eV): 9.759
Total charge: 0
SMILES string: CN=C=NC.CN=C=N

Entry from the OMol25 dataset: a cluster of 2 separate species, C5H10N4 in total (wB97M-V/def2-TZVPD).

```
19
Properties=species:S:1:pos:R:3:forces:R:3:lowdin_charge:R:1
C -1.586 -0.266 0.071 2.5 2.4 -0.1 -0.4134
C -0.527 0.704 0.791 -5.6 2.5 1.3 -0.1766
C 0.305 1.560 -0.137 2.1 -0.3 0.6 -0.1496
C 1.251 0.574 -0.826 2.8 3.6 -1.2 -0.3085
C 1.479 -0.993 0.553 -1.4 -9.3 4.9 -0.3226
H -3.135 0.802 0.110 -0.3 1.1 0.9 0.0293
H -1.013 1.446 1.560 -0.5 -0.7 -1.9 0.1360
H -0.381 0.093 1.629 2.9 -1.2 0.9 0.0807
H -0.220 1.952 -1.076 0.0 0.2 2.1 0.1399
H 0.934 2.384 0.580 -1.8 -2.1 -2.5 0.1836
H 0.857 -0.004 -1.598 -1.2 -1.1 -1.0 0.0932
H 2.026 1.127 -1.280 0.3 1.5 -1.6 0.0935
H 2.053 -1.605 1.464 -2.1 1.0 -2.4 0.1652
H 0.089 -2.981 0.346 1.5 5.0 -0.3 0.2533
H -0.912 -1.706 -1.596 -0.6 2.2 3.8 0.2355
N -2.804 -0.099 -0.108 -1.0 -1.6 -1.4 0.1378
N 2.079 -0.115 0.057 2.9 4.8 -0.5 0.0400
N 0.316 -1.632 0.001 1.5 -7.4 2.9 -0.1143
N -0.811 -1.243 -0.540 -1.9 -0.7 -4.4 -0.1031
```
Forces are in eV/Å.

Properties
E_HOMO (eV): -8.30
Relative energy (zero: lowest compared OMol25 entry of this formula, charge and spin) (eV): 7.921
E_LUMO (eV): 0.48
Kohn-Sham gap (eV): 8.787
Total charge: 0